Record 1
ORCA calculation (ωB97M-V/def2-TZVPD) on a cluster of 7 separate species, C44H65BrF9IN2O19P in total at a distorted geometry.

Geometry as XYZ:
```
142
Properties=species:S:1:pos:R:3:forces:R:3
C 9.821 1.779 -2.331 -0.2 -0.4 0.1
C 8.443 1.097 -2.294 0.1 0.4 -0.4
C 7.616 1.345 -3.561 0.0 -0.8 0.7
C 6.339 0.468 -3.500 0.2 1.4 0.5
C 5.245 1.196 -2.672 -0.2 -1.3 0.0
C 3.806 0.766 -3.077 0.5 1.8 -0.4
C 2.966 2.084 -3.129 0.1 -1.2 0.1
C 1.444 1.791 -3.196 0.6 0.0 0.9
C 0.415 2.593 -2.383 -0.3 1.1 -1.0
C -1.070 2.221 -2.718 -0.3 -1.5 0.6
P -1.189 0.904 -4.082 0.4 0.2 -2.1
O -2.778 0.950 -4.524 0.9 0.6 1.5
Br -0.895 -1.117 -3.120 -0.3 0.2 0.4
C -2.025 1.772 -1.563 -0.3 0.7 0.4
I -3.685 3.209 -1.633 0.0 -0.2 -0.1
C -1.491 1.491 -0.108 0.3 -1.6 0.4
C -2.029 2.453 0.964 0.9 0.6 0.2
C -1.479 2.319 2.406 0.3 -0.1 0.7
C -2.348 3.150 3.291 0.8 0.1 0.6
F -3.478 2.622 3.788 -1.2 0.3 -1.4
C -1.959 4.407 3.604 -0.8 -1.6 -0.5
F -0.795 4.570 4.151 1.9 1.0 -0.7
F -2.565 5.528 3.359 -1.0 0.8 1.2
C -1.994 0.051 0.300 -0.9 0.8 -0.2
C -3.531 0.022 0.269 0.0 -1.7 0.0
C -4.162 -1.388 0.506 -0.3 0.9 1.2
C -5.672 -1.146 0.375 0.0 0.0 0.0
C -3.890 -1.871 1.986 0.2 0.5 -1.1
C 0.064 1.376 -0.262 -1.1 -0.5 0.8
C 0.895 0.850 0.913 0.8 0.8 -0.2
N 0.506 2.710 -0.863 0.6 -0.6 -0.5
C 1.719 3.347 -0.272 0.7 0.8 0.4
C 1.953 4.782 -0.808 0.4 -0.8 0.0
C 3.136 5.175 -1.634 -0.4 -0.2 -0.6
N 1.117 5.664 -0.494 -0.7 0.4 0.3
H 9.809 2.748 -1.835 0.0 0.0 -0.1
H 10.149 1.919 -3.363 0.0 0.0 0.0
H 10.561 1.148 -1.837 0.1 0.2 0.1
H 8.539 0.016 -2.203 0.2 -0.1 0.2
H 7.863 1.469 -1.445 0.1 -0.2 0.2
H 7.380 2.412 -3.583 -0.1 0.0 -0.4
H 8.231 1.074 -4.420 -0.1 0.1 -0.1
H 6.594 -0.454 -2.974 -0.1 -0.2 -0.4
H 5.986 0.265 -4.512 -0.1 -0.1 0.1
H 5.361 0.960 -1.608 0.2 0.1 0.0
H 5.369 2.278 -2.760 -0.1 0.0 -0.2
H 3.876 0.442 -4.116 -0.3 -0.6 0.2
H 3.363 0.014 -2.426 0.1 -0.1 -0.1
H 3.355 2.705 -2.328 -0.6 0.2 0.2
H 3.295 2.534 -4.065 -0.2 0.5 0.1
H 1.187 1.975 -4.238 -0.4 -0.1 0.1
H 1.293 0.726 -3.005 0.0 0.0 -0.1
H 0.504 3.618 -2.757 0.2 0.1 0.4
H -1.526 3.084 -3.202 0.2 0.0 -0.1
H -3.227 1.580 -3.929 -0.6 -0.3 -0.3
H -2.518 0.848 -1.847 0.0 0.1 -0.2
H -3.110 2.396 1.054 0.0 -0.1 -0.5
H -1.807 3.485 0.647 -0.2 0.0 0.2
H -0.509 2.822 2.443 0.1 -0.3 0.1
H -1.372 1.298 2.773 0.0 -0.1 -0.2
H -1.656 -0.199 1.303 0.1 0.0 0.1
H -1.616 -0.720 -0.376 0.1 0.2 -0.1
H -3.903 0.330 -0.713 0.0 0.2 0.2
H -3.999 0.629 1.047 0.2 0.3 -0.2
H -3.823 -2.099 -0.249 0.1 -0.1 0.1
H -5.900 -0.481 -0.462 -0.1 -0.2 -0.1
H -6.238 -2.070 0.286 0.0 0.0 0.0
H -6.022 -0.646 1.282 -0.1 0.0 0.0
H -3.012 -2.518 2.038 -0.2 -0.1 0.2
H -3.710 -0.999 2.628 0.1 0.0 -0.1
H -4.778 -2.352 2.384 0.2 -0.4 -0.1
H 0.191 0.580 -0.999 0.1 0.5 -0.5
H 1.013 1.536 1.749 -0.2 0.0 0.0
H 0.548 -0.103 1.297 -0.3 0.0 -0.2
H 1.905 0.670 0.533 0.0 -0.1 0.1
H -0.215 3.402 -0.633 -0.2 -0.3 -0.1
H 1.475 3.531 0.776 -0.1 -0.3 0.0
H 2.605 2.723 -0.252 -0.1 -0.3 -0.5
H 3.205 6.260 -1.628 0.2 0.0 0.2
H 4.064 4.670 -1.373 0.0 0.1 0.2
H 2.920 4.894 -2.671 0.1 0.0 0.0
H 0.381 5.266 0.100 -0.1 0.3 0.0
C -5.849 5.134 4.717 0.2 -0.2 0.2
C -5.995 6.636 4.752 -0.1 0.1 -0.5
O -7.391 6.814 4.859 0.3 -0.3 0.4
C -7.872 5.715 5.518 -0.4 -0.1 0.1
O -8.942 5.643 6.011 0.0 0.0 -0.1
O -6.944 4.717 5.532 0.1 0.3 -0.2
F -5.564 7.200 3.594 0.0 0.1 0.0
H -5.958 4.733 3.708 -0.1 0.2 -0.1
H -4.900 4.797 5.130 -0.1 -0.1 0.2
H -5.502 7.120 5.597 0.1 0.1 -0.1
C -6.824 -6.461 -0.760 -0.6 0.0 -0.1
C -5.338 -6.417 -0.575 0.8 0.0 0.5
O -5.147 -5.180 0.094 0.2 -0.6 -0.2
C -6.254 -4.940 0.805 0.1 0.0 0.2
O -6.255 -4.128 1.663 -0.9 0.4 0.6
O -7.278 -5.745 0.422 0.5 0.0 -0.4
F -4.584 -6.354 -1.671 -0.1 0.1 -1.1
H -7.155 -5.936 -1.657 0.1 0.1 0.0
H -7.211 -7.477 -0.783 -0.1 0.1 0.3
H -4.955 -7.239 0.032 0.0 0.0 0.1
C -0.036 8.559 -0.530 0.0 -0.2 0.0
C -1.260 9.438 -0.556 0.2 0.4 0.4
O -0.777 10.626 -1.153 0.0 -0.5 -0.3
C 0.252 10.258 -1.977 0.2 0.2 -0.1
O 0.714 10.941 -2.823 0.0 0.0 0.0
O 0.670 8.991 -1.693 -0.3 0.1 0.1
F -1.697 9.718 0.696 -0.1 0.0 0.0
H 0.579 8.735 0.355 -0.1 0.1 0.1
H -0.273 7.506 -0.589 0.1 0.0 -0.2
H -2.089 9.044 -1.149 -0.1 0.0 0.1
C 5.416 -5.830 2.321 0.2 -0.2 -0.4
C 6.130 -4.937 3.305 -0.1 0.0 -0.1
O 5.311 -5.017 4.451 0.3 -0.2 -0.1
C 4.721 -6.235 4.411 -0.3 -0.3 0.1
O 4.179 -6.742 5.329 -0.4 -0.2 0.3
O 4.833 -6.798 3.185 0.1 0.1 0.2
F 6.157 -3.662 2.889 0.1 0.7 -0.2
H 4.629 -5.302 1.780 0.0 0.2 0.1
H 6.085 -6.296 1.602 0.0 -0.2 0.1
H 7.142 -5.258 3.558 0.1 0.1 0.0
C -0.003 -8.099 -2.074 1.1 0.4 -0.7
C -0.654 -7.382 -3.240 -0.3 -0.7 -0.3
O -1.970 -8.002 -3.279 0.6 0.5 0.9
C -2.205 -8.376 -1.974 0.7 0.1 -0.2
O -3.207 -8.663 -1.444 -2.2 -0.5 -0.3
O -1.088 -8.369 -1.259 0.3 0.0 1.0
F -0.003 -7.616 -4.405 -0.3 0.1 0.1
H 0.467 -9.033 -2.383 0.1 0.1 -0.2
H 0.725 -7.502 -1.539 0.0 0.1 0.0
H -0.768 -6.305 -3.103 -0.1 0.0 -0.1
C 1.784 -8.489 3.443 0.5 0.1 0.5
C 0.594 -9.256 2.948 -0.4 0.2 0.1
O 0.533 -8.891 1.589 0.5 -0.2 -0.2
C 1.808 -8.602 1.190 -0.2 0.0 -0.6
O 2.108 -8.530 0.028 0.3 0.2 1.5
O 2.618 -8.436 2.279 -0.5 -0.2 -1.1
F -0.545 -8.859 3.564 0.0 -0.1 0.0
H 1.527 -7.473 3.748 -0.2 -0.1 0.0
H 2.291 -8.986 4.265 0.2 0.0 -0.2
H 0.690 -10.340 3.027 -0.1 0.0 0.1
```
Positions in Å, forces in eV/Å.

Computed properties:
* total charge: +1

Record 2
ORCA calculation (ωB97M-V/def2-TZVPD) on a structure of composition C44H66BN2O4Rb at a distorted geometry.

Geometry as XYZ:
```
118
Properties=species:S:1:pos:R:3:forces:R:3
Rb -0.285 -0.085 0.872 0.1 -0.2 -0.2
C 0.076 0.491 -3.164 0.0 0.0 0.1
N 0.975 -0.293 -2.348 0.0 -0.1 0.0
C 0.967 -1.681 -2.764 -0.1 0.1 0.1
C 2.325 0.229 -2.309 0.0 0.1 0.1
C 2.449 1.560 -1.570 -0.1 -0.2 -0.1
N 1.963 1.526 -0.202 0.1 0.1 0.2
C 1.450 2.867 0.152 0.0 0.1 0.0
C 1.085 3.098 1.594 0.0 0.0 -0.1
C 1.980 3.750 2.416 0.0 0.0 0.1
C 1.718 4.001 3.762 0.0 0.0 0.0
C 0.491 3.549 4.236 0.1 0.0 0.0
C -0.475 2.923 3.455 -0.1 -0.1 0.0
C -0.231 2.712 2.047 0.1 0.6 0.2
O -1.081 2.254 1.224 -0.2 0.8 0.1
C -1.750 2.464 4.190 -0.1 0.0 0.0
C -1.365 1.404 5.237 0.0 0.0 0.0
C -2.409 3.657 4.907 0.0 0.0 0.0
C -2.819 1.844 3.286 0.1 0.0 0.0
C 2.766 4.684 4.638 0.0 0.0 0.0
C 2.298 4.851 6.085 0.0 0.0 -0.1
C 4.051 3.839 4.652 -0.1 0.1 0.0
C 3.091 6.080 4.084 0.0 0.0 0.0
C 2.991 1.091 0.754 0.0 -0.1 0.1
C 3.602 -0.273 0.546 0.0 0.1 0.1
C 4.876 -0.359 0.005 0.0 -0.1 0.0
C 5.535 -1.569 -0.173 0.1 0.0 0.0
C 4.856 -2.713 0.261 0.0 0.1 0.0
C 3.605 -2.696 0.848 -0.1 -0.1 0.0
C 2.908 -1.438 1.021 0.3 0.0 0.0
O 1.765 -1.350 1.574 0.8 -0.4 0.2
C 2.933 -3.994 1.309 -0.1 0.0 0.0
C 1.597 -4.168 0.569 0.0 0.0 0.1
C 2.669 -3.950 2.824 0.0 0.1 -0.1
C 3.792 -5.230 1.028 0.0 0.1 0.0
C 6.930 -1.699 -0.783 0.0 0.0 0.0
C 7.494 -0.344 -1.216 -0.1 -0.1 0.0
C 7.899 -2.308 0.243 0.0 0.0 0.0
C 6.879 -2.605 -2.024 0.0 0.0 0.0
H 0.410 0.544 -4.220 0.0 0.0 0.0
H -0.011 1.505 -2.773 0.0 0.0 0.0
H -0.916 0.037 -3.130 0.0 0.0 0.0
H 1.315 -1.804 -3.809 0.0 0.0 0.0
H -0.045 -2.080 -2.676 0.0 0.0 0.0
H 1.620 -2.261 -2.109 0.0 0.0 0.0
H 2.727 0.365 -3.337 0.0 0.0 0.0
H 2.949 -0.506 -1.803 0.0 0.0 -0.1
H 1.885 2.320 -2.116 0.0 0.0 0.0
H 3.511 1.869 -1.603 0.0 0.1 0.0
H 0.552 3.030 -0.452 0.1 0.0 0.0
H 2.204 3.627 -0.133 0.0 0.0 0.0
H 2.927 4.063 1.982 0.0 0.0 0.0
H 0.268 3.692 5.287 0.0 0.0 0.0
H -0.654 1.799 5.966 0.0 0.0 0.0
H -0.900 0.549 4.742 0.0 0.0 0.0
H -2.252 1.054 5.775 0.0 0.0 0.0
H -1.758 4.094 5.666 0.0 0.0 0.0
H -3.334 3.339 5.401 0.0 0.0 0.0
H -2.654 4.436 4.183 0.0 0.0 0.0
H -2.445 0.954 2.787 -0.1 0.0 0.0
H -3.123 2.539 2.506 0.0 0.0 0.0
H -3.693 1.572 3.889 0.0 0.0 0.1
H 2.084 3.882 6.541 0.0 0.0 0.0
H 1.396 5.466 6.140 0.0 0.0 0.0
H 3.079 5.339 6.675 0.0 0.0 0.0
H 3.829 2.833 5.012 0.0 0.0 0.0
H 4.815 4.286 5.300 0.0 0.0 0.0
H 4.464 3.745 3.648 0.0 0.0 0.0
H 2.190 6.698 4.063 0.0 0.0 0.0
H 3.477 6.013 3.066 0.0 0.0 0.0
H 3.843 6.580 4.704 0.0 0.0 0.0
H 2.526 1.104 1.741 0.0 0.0 0.0
H 3.814 1.835 0.766 0.0 0.0 0.0
H 5.351 0.571 -0.294 0.0 0.0 0.0
H 5.359 -3.666 0.140 0.0 0.0 0.0
H 0.932 -3.337 0.802 0.0 0.0 -0.1
H 1.110 -5.103 0.865 0.0 0.0 0.0
H 1.755 -4.189 -0.513 0.0 0.0 0.0
H 1.986 -3.134 3.045 0.0 0.0 0.1
H 3.601 -3.778 3.371 0.0 0.0 0.0
H 2.231 -4.894 3.166 0.0 0.0 0.0
H 3.982 -5.353 -0.041 0.0 0.0 0.0
H 3.267 -6.122 1.380 0.0 0.0 0.0
H 4.752 -5.176 1.550 0.0 0.0 0.0
H 7.596 0.327 -0.360 0.0 0.0 0.0
H 6.841 0.131 -1.951 0.0 0.0 0.0
H 8.482 -0.475 -1.667 0.0 0.0 0.0
H 7.945 -1.679 1.134 0.0 0.0 0.0
H 8.908 -2.398 -0.175 0.0 0.0 0.0
H 7.567 -3.301 0.552 0.0 0.0 0.0
H 6.171 -2.200 -2.751 0.0 0.0 0.0
H 6.548 -3.611 -1.762 0.0 0.0 0.0
H 7.864 -2.681 -2.498 0.0 0.0 0.0
C -6.147 -6.466 -2.561 0.0 0.1 0.1
C -6.524 -6.170 -1.108 0.0 0.0 0.0
C -7.987 -5.705 -1.087 0.0 0.0 0.0
C -6.386 -7.474 -0.309 0.0 0.0 0.0
C -5.632 -5.091 -0.480 0.0 0.0 -0.1
C -5.856 -4.701 0.838 0.0 0.0 0.0
C -5.082 -3.727 1.474 0.1 0.1 0.1
C -4.059 -3.139 0.761 -0.1 -0.2 -0.3
O -3.192 -2.166 1.111 -0.1 0.0 0.0
B -2.363 -1.823 -0.052 -0.6 -0.7 -0.4
O -2.818 -2.777 -1.069 -0.1 0.0 0.0
C -3.827 -3.516 -0.565 -0.1 0.1 0.2
C -4.591 -4.480 -1.192 0.1 0.0 0.0
H -6.803 -7.240 -2.967 0.0 0.0 0.0
H -5.117 -6.822 -2.633 0.0 0.0 0.0
H -6.247 -5.575 -3.182 0.0 0.0 0.0
H -8.645 -6.457 -1.535 0.0 0.0 0.0
H -8.090 -4.774 -1.649 0.0 0.0 0.0
H -8.326 -5.517 -0.068 0.0 0.0 0.0
H -7.005 -8.269 -0.739 0.0 0.0 0.0
H -6.684 -7.330 0.730 0.0 0.0 0.0
H -5.345 -7.802 -0.314 0.0 0.0 0.0
H -6.662 -5.157 1.404 0.0 0.0 0.0
H -5.280 -3.441 2.500 0.0 0.0 0.0
H -4.366 -4.729 -2.220 0.0 0.0 0.0
```
Positions in Å, forces in eV/Å.

Computed properties:
* total charge: -2
* energy relative to the best compared isomer or geometry (same formula, charge and spin): 6.7 kcal/mol

no.,E_LUMO (Ha)
1,-0.1070
2,0.1386